Record 1
This record from the Open Molecules 2025 dataset describes 9 unconnected molecules or ions with the total composition C72H84B2F14N12P. The level of theory is ωB97M-V/def2-TZVPD.

Last column: Löwdin charge in e.
Cartesian coordinates (Å):
C 11.654 -0.197 2.999  0.025
N 12.801 -0.965 2.532  -0.095
C 14.029 -0.503 2.755  0.045
C 15.167 -1.280 2.422  0.063
C 14.961 -2.511 1.916  -0.155
C 13.660 -2.967 1.631  0.074
C 12.578 -2.222 2.012  0.052
C 16.159 -3.353 1.619  -0.139
C 16.676 -4.148 2.626  0.060
C 17.751 -4.978 2.348  0.029
N 18.267 -4.950 1.117  -0.064
C 17.767 -4.194 0.054  0.068
C 16.640 -3.452 0.305  0.058
C 19.394 -5.916 0.833  0.057
H 11.482 0.666 2.332  0.131
H 11.854 0.003 4.046  0.117
H 10.755 -0.796 3.061  0.104
H 14.064 0.544 3.170  0.182
H 16.156 -0.878 2.676  0.160
H 13.516 -3.886 1.107  0.140
H 11.553 -2.395 1.944  0.128
H 16.286 -4.040 3.634  0.149
H 18.260 -5.647 3.067  0.174
H 18.216 -4.398 -0.891  0.147
H 16.174 -2.955 -0.517  0.138
H 19.293 -6.759 1.489  0.097
H 20.310 -5.364 0.942  0.111
H 19.324 -6.305 -0.249  0.144
C -2.372 -9.595 10.949  0.067
N -1.858 -8.409 10.248  -0.088
C -2.238 -8.213 8.968  0.030
C -1.819 -7.072 8.337  0.040
C -1.067 -6.065 8.930  -0.111
C -0.842 -6.270 10.297  0.086
C -1.195 -7.500 10.873  0.020
C -0.611 -4.859 8.245  -0.142
C -1.257 -4.279 7.179  0.054
C -0.932 -2.958 6.835  0.030
N 0.143 -2.325 7.378  -0.064
C 0.894 -2.966 8.314  0.064
C 0.395 -4.138 8.838  0.037
C 0.342 -0.904 6.959  0.058
H -1.690 -9.737 11.760  0.102
H -2.297 -10.490 10.312  0.130
H -3.368 -9.314 11.318  0.136
H -2.885 -8.910 8.463  0.159
H -2.100 -7.035 7.254  0.152
H -0.496 -5.483 10.867  0.111
H -1.039 -7.667 11.938  0.171
H -2.140 -4.734 6.781  0.126
H -1.555 -2.399 6.037  0.185
H 1.754 -2.457 8.770  0.164
H 0.975 -4.649 9.580  0.135
H 1.408 -0.732 7.025  0.065
H -0.207 -0.295 7.668  0.123
H 0.103 -0.879 5.899  0.108
C -11.161 -6.487 -2.924  0.074
N -11.570 -6.807 -4.382  -0.060
C -10.615 -6.967 -5.369  0.051
C -10.978 -7.289 -6.653  0.052
C -12.332 -7.502 -6.886  -0.100
C -13.241 -7.333 -5.835  0.061
C -12.865 -7.013 -4.549  0.019
C -12.813 -7.999 -8.207  -0.111
C -12.059 -7.685 -9.357  0.044
C -12.582 -7.895 -10.600  0.026
N -13.822 -8.425 -10.732  -0.067
C -14.587 -8.745 -9.685  0.042
C -14.086 -8.511 -8.365  0.063
C -14.438 -8.752 -12.090  0.089
H -11.665 -7.140 -2.196  0.119
H -11.428 -5.469 -2.776  0.098
H -10.109 -6.717 -2.846  0.093
H -9.575 -6.831 -4.994  0.163
H -10.295 -7.570 -7.386  0.114
H -14.288 -7.352 -6.060  0.127
H -13.503 -6.808 -3.730  0.153
H -11.072 -7.306 -9.319  0.118
H -12.047 -7.582 -11.563  0.191
H -15.643 -9.099 -9.893  0.187
H -14.743 -8.865 -7.568  0.141
H -14.907 -9.689 -11.777  0.111
H -13.746 -8.744 -12.887  0.100
H -15.241 -8.114 -12.343  0.103
C 5.951 11.641 8.547  0.057
N 5.422 10.296 8.284  -0.074
C 6.220 9.420 7.680  0.024
C 5.782 8.185 7.202  0.060
C 4.455 7.857 7.336  -0.141
C 3.642 8.772 7.988  0.038
C 4.136 9.913 8.506  0.035
C 3.957 6.531 6.872  -0.110
C 4.651 5.306 7.188  0.082
C 4.050 4.146 6.751  0.037
N 2.932 4.256 5.985  -0.059
C 2.299 5.398 5.695  -0.001
C 2.851 6.572 6.061  0.028
C 2.171 3.008 5.529  0.045
H 6.459 11.955 7.629  0.123
H 6.693 11.649 9.325  0.115
H 5.085 12.265 8.791  0.117
H 7.240 9.687 7.598  0.148
H 6.438 7.420 6.760  0.148
H 2.663 8.486 8.222  0.131
H 3.582 10.653 9.159  0.185
H 5.509 5.263 7.863  0.145
H 4.314 3.065 6.973  0.127
H 1.355 5.301 5.085  0.176
H 2.400 7.533 5.863  0.147
H 2.348 2.291 6.362  0.074
H 2.696 2.556 4.648  0.120
H 1.130 3.245 5.274  0.101
C 7.016 -4.969 -13.377  -0.048
N 6.551 -3.940 -12.576  -0.163
C 5.346 -3.523 -12.911  -0.084
C 4.641 -2.434 -12.337  -0.005
C 5.224 -1.692 -11.367  -0.094
C 6.656 -2.467 -10.677  -0.260
C 7.320 -3.160 -11.857  0.016
C 4.932 -0.394 -10.827  -0.099
C 3.704 0.018 -9.963  0.031
C 3.406 1.313 -9.556  0.030
N 4.030 2.523 -10.218  -0.139
C 4.916 2.013 -11.298  0.053
C 5.412 0.735 -11.429  -0.042
C 3.598 3.744 -10.113  -0.185
H 6.537 -5.391 -14.326  0.143
H 7.102 -5.938 -12.746  0.150
H 7.902 -4.805 -13.923  0.093
H 5.225 -4.113 -13.686  0.065
H 3.777 -2.455 -13.033  0.142
H 5.860 -2.971 -10.004  0.177
H 8.388 -3.169 -11.627  0.145
H 2.914 -0.734 -9.662  0.098
H 2.409 1.246 -8.996  0.147
H 5.519 2.796 -11.861  0.161
H 6.263 0.839 -12.080  0.130
H 2.915 4.031 -9.206  0.131
H 3.068 4.322 -11.192  0.189
H 4.457 4.559 -10.134  0.124
C -15.705 10.571 -2.021  0.059
N -14.421 10.187 -1.323  -0.063
C -13.283 10.021 -2.020  0.041
C -12.173 9.520 -1.342  0.066
C -12.308 9.166 0.008  -0.167
C -13.510 9.302 0.637  0.052
C -14.595 9.796 -0.045  0.035
C -11.197 8.601 0.718  -0.163
C -10.734 9.064 1.974  0.096
C -9.761 8.346 2.640  0.035
N -9.143 7.382 1.974  -0.078
C -9.545 6.925 0.758  0.052
C -10.563 7.583 0.082  0.034
C -7.997 6.795 2.642  0.051
H -15.672 10.386 -3.063  0.088
H -15.832 11.658 -2.016  0.127
H -16.472 9.891 -1.615  0.121
H -13.248 10.313 -3.071  0.165
H -11.289 9.265 -1.911  0.135
H -13.541 8.804 1.604  0.152
H -15.593 9.879 0.410  0.170
H -11.184 9.870 2.524  0.142
H -9.474 8.578 3.626  0.151
H -8.962 6.064 0.436  0.160
H -10.818 7.240 -0.977  0.169
H -7.859 7.396 3.498  0.088
H -7.160 6.906 1.945  0.133
H -8.164 5.771 2.800  0.109
B -4.788 6.618 4.458  -1.271
F -4.813 7.574 3.347  0.006
F -6.052 6.404 4.994  0.105
F -4.241 5.441 3.977  0.095
F -3.915 7.155 5.391  0.102
B 0.199 -2.102 -8.865  -0.628
F 7.507 -1.646 -10.159  0.080
F -0.225 -2.388 -10.098  0.260
F -0.691 -1.612 -7.997  0.251
F 1.488 -1.533 -8.794  0.131
P 4.418 0.126 7.236  0.217
F 3.686 -1.298 7.446  -0.168
F 5.599 -0.599 6.418  -0.138
F 3.646 0.399 5.821  -0.187
F 5.159 1.587 7.079  -0.194
F 3.157 0.894 7.929  -0.186
F 5.166 -0.081 8.715  -0.168

Cartesian forces (eV/Å) of the 2 atoms listed first:
C -0.5 0.5 0.3
N 0.3 -1.5 0.0

Lowest unoccupied orbital energy ... -12.8 eV
Charge ... +9
Multiplicity ... 1
Energy ... -5237.08543 Ha
E_HOMO ... -15.554 eV


Record 2
This record from the Open Molecules 2025 dataset describes 12 unconnected molecules or ions with the total composition C73H148N12O7. The level of theory is ωB97M-V/def2-TZVPD.

Last column: Löwdin charge in e.
Cartesian coordinates (Å):
C 11.464 19.644 15.746  -0.081
C 11.526 19.711 17.179  -0.263
N 11.564 19.793 18.358  0.133
H 11.293 20.655 15.374  0.056
H 10.601 19.035 15.477  0.091
H 12.337 19.240 15.233  0.057
C 18.550 21.101 20.090  -0.071
C 18.455 21.271 18.607  -0.271
N 18.372 21.435 17.502  0.169
H 17.954 21.839 20.626  0.071
H 19.555 21.210 20.498  0.061
H 18.249 20.095 20.385  0.071
C 14.931 16.672 20.573  -0.059
C 13.767 17.588 20.639  -0.287
N 12.898 18.340 20.629  0.125
H 15.303 16.781 19.554  0.050
H 14.793 15.665 20.967  0.073
H 15.534 17.086 21.382  0.077
C 13.215 12.987 18.147  -0.062
C 11.996 13.229 17.275  -0.237
N 11.011 13.406 16.648  0.105
H 13.328 13.743 18.923  0.067
H 14.105 13.136 17.537  0.045
H 13.191 12.044 18.694  0.077
C 14.615 21.884 18.017  -0.076
C 15.095 21.225 19.240  -0.224
N 15.536 20.705 20.224  0.137
H 15.404 22.473 17.549  0.060
H 13.851 22.635 18.216  0.091
H 14.459 21.122 17.253  0.052
C 25.671 18.213 18.283  -0.028
C 24.542 18.758 17.293  -0.445
C 23.587 17.541 16.988  -0.152
C 22.278 17.948 16.329  -0.171
C 21.655 19.115 17.073  -0.125
C 22.517 20.346 17.470  -0.468
N 23.786 19.816 18.040  -0.110
O 24.571 20.730 18.804  -0.017
C 22.651 21.274 16.244  -0.025
C 21.849 21.118 18.628  -0.044
C 25.233 19.218 15.984  -0.043
H 25.972 17.288 17.790  0.074
H 25.121 17.904 19.171  0.075
H 26.478 18.921 18.475  0.078
H 24.140 16.918 16.285  0.114
H 23.491 16.906 17.869  0.107
H 21.687 17.063 16.091  0.101
H 22.720 18.292 15.394  0.091
H 21.316 18.718 18.030  0.116
H 20.757 19.457 16.559  0.104
H 23.119 20.771 15.398  0.052
H 21.775 21.707 15.761  0.083
H 23.339 22.101 16.423  0.084
H 21.762 20.683 19.623  0.083
H 22.338 22.090 18.688  0.085
H 20.855 21.435 18.312  0.044
H 24.569 19.331 15.127  0.056
H 26.053 18.580 15.654  0.079
H 25.714 20.192 16.069  0.085
H 24.202 20.542 19.670  0.094
C 18.026 18.708 9.181  -0.032
C 18.711 20.106 9.371  -0.410
C 17.865 21.013 10.251  -0.141
C 17.936 20.710 11.739  -0.217
C 19.316 20.538 12.220  -0.122
C 20.222 19.510 11.386  -0.449
N 20.078 19.832 9.959  -0.158
O 20.922 19.199 9.123  0.005
C 21.614 19.851 11.915  -0.057
C 19.887 18.058 11.756  -0.025
C 18.874 20.832 7.942  -0.024
H 17.445 18.388 10.046  0.046
H 18.699 17.863 9.038  0.070
H 17.324 18.721 8.348  0.082
H 18.144 22.053 10.082  0.121
H 16.826 20.876 9.954  0.107
H 17.360 19.798 11.897  0.088
H 17.326 21.459 12.245  0.097
H 19.127 20.260 13.256  0.110
H 19.878 21.472 12.214  0.118
H 21.964 20.850 11.653  0.082
H 21.686 19.735 12.996  0.075
H 22.486 19.347 11.497  0.079
H 18.812 17.891 11.814  0.059
H 20.203 17.293 11.048  0.079
H 20.249 17.835 12.760  0.078
H 19.558 21.678 8.006  0.072
H 17.979 21.381 7.650  0.072
H 19.212 20.192 7.127  0.073
H 21.586 19.863 8.926  0.112
C 14.526 12.838 10.754  -0.036
C 15.830 12.932 9.970  -0.460
C 15.935 14.394 9.432  -0.099
C 17.400 14.787 9.036  -0.177
C 18.416 14.434 10.089  -0.155
C 18.403 12.980 10.636  -0.475
N 16.965 12.563 10.925  -0.109
O 16.867 11.337 11.598  -0.002
C 19.058 11.990 9.666  -0.019
C 19.178 13.184 11.911  -0.051
C 15.820 11.954 8.790  -0.041
H 14.184 11.830 10.986  0.087
H 13.702 13.389 10.301  0.085
H 14.595 13.468 11.641  0.059
H 15.588 14.442 8.400  0.109
H 15.499 15.255 9.939  0.097
H 17.414 15.845 8.775  0.092
H 17.663 14.289 8.102  0.106
H 18.411 15.248 10.814  0.102
H 19.401 14.599 9.654  0.119
H 19.139 11.004 10.124  0.083
H 18.470 12.011 8.749  0.061
H 20.085 12.195 9.362  0.086
H 18.684 13.782 12.677  0.073
H 19.275 12.195 12.359  0.071
H 20.182 13.564 11.723  0.097
H 15.727 10.940 9.179  0.079
H 16.644 11.883 8.081  0.069
H 14.954 12.175 8.165  0.089
H 16.905 10.754 10.836  0.072
C 16.758 23.440 14.656  -0.033
C 16.106 24.750 14.177  -0.489
C 16.064 24.825 12.629  -0.108
C 14.855 24.037 12.053  -0.179
C 13.547 24.393 12.719  -0.143
C 13.596 24.374 14.261  -0.455
N 14.795 25.106 14.779  -0.092
O 14.731 25.335 16.161  -0.009
C 12.309 25.103 14.701  -0.043
C 13.509 22.891 14.790  -0.011
C 17.112 25.841 14.568  -0.053
H 17.824 23.378 14.439  0.088
H 16.140 22.604 14.328  0.050
H 16.726 23.343 15.741  0.064
H 16.070 25.857 12.280  0.116
H 16.933 24.294 12.240  0.113
H 14.984 22.961 12.167  0.076
H 14.781 24.275 10.992  0.112
H 12.777 23.710 12.358  0.110
H 13.370 25.437 12.461  0.119
H 12.428 26.130 14.353  0.086
H 11.332 24.802 14.323  0.086
H 12.192 24.967 15.776  0.080
H 13.747 22.896 15.854  0.052
H 12.528 22.421 14.729  0.065
H 14.159 22.138 14.345  0.049
H 17.108 25.931 15.654  0.076
H 16.773 26.821 14.232  0.083
H 18.131 25.605 14.263  0.088
H 14.263 26.171 16.223  0.103
C 14.407 18.036 11.029  -0.002
C 13.426 19.243 11.112  -0.402
C 13.423 19.982 9.707  -0.129
C 12.315 20.983 9.427  -0.173
C 10.955 20.291 9.763  -0.145
C 10.907 19.826 11.234  -0.453
N 12.035 18.904 11.485  -0.129
O 11.989 18.267 12.683  -0.005
C 10.913 21.083 12.138  -0.017
C 9.536 19.052 11.293  -0.016
C 14.041 20.354 12.078  -0.028
H 14.113 17.303 10.278  0.082
H 14.412 17.457 11.952  0.044
H 15.409 18.425 10.846  0.067
H 14.365 20.527 9.653  0.103
H 13.423 19.233 8.915  0.115
H 12.354 21.424 8.431  0.112
H 12.358 21.868 10.062  0.090
H 10.864 19.557 8.963  0.119
H 10.138 20.978 9.540  0.114
H 10.343 21.944 11.787  0.094
H 10.692 20.908 13.191  0.065
H 11.939 21.447 12.169  0.031
H 9.063 19.112 12.273  0.078
H 8.826 19.294 10.502  0.077
H 9.826 18.034 11.032  0.078
H 13.728 20.177 13.107  0.066
H 13.722 21.330 11.712  0.044
H 15.124 20.413 12.188  0.057
H 11.515 17.446 12.535  0.116
C 22.438 13.332 17.461  -0.026
C 21.479 12.398 16.612  -0.471
C 22.211 11.053 16.472  -0.156
C 21.302 9.884 16.044  -0.149
C 20.025 9.821 16.951  -0.115
C 19.254 11.185 17.090  -0.472
N 20.228 12.213 17.433  -0.101
O 19.580 13.464 17.692  -0.025
C 18.449 11.439 15.743  -0.016
C 18.223 10.981 18.236  -0.042
C 21.205 12.971 15.214  -0.026
H 23.477 13.363 17.133  0.085
H 22.556 12.848 18.431  0.076
H 21.937 14.264 17.723  0.065
H 23.180 11.171 15.987  0.121
H 22.561 10.855 17.484  0.107
H 21.827 8.940 15.899  0.107
H 21.066 10.185 15.024  0.089
H 20.161 9.272 17.883  0.112
H 19.314 9.171 16.439  0.107
H 18.400 12.489 15.457  0.056
H 18.789 10.873 14.876  0.069
H 17.423 11.100 15.884  0.074
H 18.759 11.019 19.184  0.081
H 17.502 11.796 18.287  0.070
H 17.741 10.009 18.128  0.083
H 20.748 12.287 14.498  0.057
H 22.210 13.264 14.909  0.088
H 20.487 13.791 15.219  0.069
H 20.036 13.731 18.494  0.090
C 15.806 18.013 17.122  -0.035
C 16.324 18.269 15.697  -0.450
C 17.862 18.092 15.601  -0.098
C 18.313 16.596 15.628  -0.154
C 17.566 15.726 14.671  -0.164
C 16.071 15.849 14.765  -0.466
N 15.594 17.291 14.803  -0.074
O 14.187 17.466 14.821  -0.024
C 15.572 15.317 13.430  -0.047
C 15.595 14.949 15.910  -0.035
C 15.968 19.717 15.262  -0.027
H 16.205 18.708 17.860  0.072
H 16.190 17.075 17.522  0.050
H 14.718 18.062 17.169  0.088
H 18.209 18.622 14.714  0.094
H 18.317 18.630 16.433  0.098
H 18.010 16.312 16.636  0.098
H 19.382 16.411 15.531  0.098
H 17.883 14.728 14.974  0.108
H 17.861 15.913 13.639  0.107
H 16.015 15.833 12.578  0.076
H 15.671 14.237 13.323  0.082
H 14.514 15.542 13.295  0.077
H 16.113 15.067 16.861  0.070
H 14.582 15.189 16.234  0.074
H 15.464 13.888 15.696  0.080
H 16.557 20.466 15.792  0.058
H 14.903 19.875 15.429  0.059
H 16.230 19.779 14.206  0.066
H 14.098 17.567 13.870  0.047

Cartesian forces (eV/Å) of the 2 atoms listed first:
C -0.5 0.1 -0.8
C 0.6 0.2 4.4

SMILES ... CC1(C)CCCC(C)(C)N1O.CC1(C)CCCC(C)(C)N1O.CC1(C)CCCC(C)(C)N1O.CC1(C)CCCC(C)(C)N1O.CC1(C)CCCC(C)(C)N1O.CC1(C)CCCC(C)(C)N1O.CC1(C)CCCC(C)(C)N1O.CC#N.CC#N.CC#N.CC#N.CC#N
Lowest unoccupied orbital energy ... 0.3 eV
Multiplicity ... 1
Energy ... -4053.47721 Ha
Energy above the lowest of the compared OMol25 structures with the same formula, charge and spin ... 2.265 eV
E_HOMO ... -8.082 eV


> The lowest E_HOMO belongs to which entry?

C72H84B2F14N12P